(1)
Here is a gas-phase ion, C6H8BrN2O4 (charge +1) at a distorted geometry from the OMol25 dataset. Energies are from the ωB97M-V functional and the def2-TZVPD basis.

XYZ file:
```
21
Properties=species:S:1:pos:R:3:nbo_charge:R:1
C 3.05 0.31 0.03 -0.1289
C 3.80 -0.79 -0.48 0.6368
C -0.66 -0.03 0.65 0.8914
C -2.82 0.48 -1.22 -0.6823
C 0.69 0.55 0.95 -0.3613
C -2.90 0.10 0.31 -0.1025
N 1.70 -1.48 0.06 -0.0034
N 1.77 -0.19 0.38 -0.1107
O 4.88 -0.99 -0.89 -0.5012
O -0.74 -1.25 0.13 -0.6256
O 2.84 -1.88 -0.44 -0.2404
O -1.70 0.62 0.92 -0.3746
Br 3.65 2.06 0.37 0.2082
H -3.83 0.82 -1.39 0.2546
H -2.28 1.53 -1.36 0.2283
H -2.41 -0.12 -2.05 0.2574
H 0.79 0.65 2.05 0.3061
H 0.61 1.62 0.71 0.3113
H -2.83 -0.96 0.40 0.2379
H -3.68 0.76 0.83 0.2515
H 0.08 -1.82 0.05 0.5475
```

## Properties
F_max	0.089	Eh/bohr
net charge	+1
electronic energy	-3217.5006	Ha
Kohn-Sham gap	7.53	eV

***

(2)
Here is 5 unconnected molecules or ions with the total composition C6H8Cl14 at a distorted geometry from the OMol25 dataset. Energies are from the ωB97M-V functional and the def2-TZVPD basis.

XYZ file:
```
28
Properties=species:S:1:pos:R:3:nbo_charge:R:1
Cl 2.26 -5.34 -1.22 -0.0736
C 3.15 -3.94 -1.94 -0.3665
C 2.12 -3.17 -2.87 -0.3989
Cl 2.82 -1.84 -3.79 -0.0665
H 3.98 -4.34 -2.52 0.2101
H 3.46 -3.34 -1.08 0.2248
H 1.40 -2.68 -2.21 0.2338
H 1.62 -3.78 -3.63 0.2241
C 0.02 1.06 -0.39 -0.3120
Cl -0.52 2.31 -1.45 0.0018
Cl 1.12 1.64 0.99 -0.1326
Cl 0.84 -0.22 -1.27 -0.0175
H -0.87 0.63 0.08 0.2050
C -2.10 2.37 4.19 -0.3070
Cl -1.84 1.62 2.59 -0.0550
Cl -3.81 2.30 4.66 -0.0356
Cl -1.54 4.05 4.19 -0.0348
H -1.54 1.88 4.98 0.2141
C -0.05 5.37 0.83 -0.2847
Cl 0.75 5.74 -0.79 -0.0343
Cl -1.76 5.32 0.70 0.0538
Cl 0.38 6.63 1.97 0.0049
H 0.29 4.42 1.23 0.2535
C -2.14 -3.35 -0.63 -0.3446
Cl -2.08 -1.77 0.24 -0.1729
Cl -0.99 -4.65 -0.08 -0.1370
Cl -1.83 -3.18 -2.32 -0.0461
H -3.15 -3.74 -0.45 0.1939
```

## Properties
F_max	0.035	Eh/bohr
net charge	-1
spin multiplicity	2
electronic energy	-6676.0697	Ha
Kohn-Sham gap (alpha / beta)	2.60 / 9.83	eV
expectation value of S²	0.75
energy relative to the best compared isomer or geometry (same formula, charge and spin)	0.0	kcal/mol

***

(3)
Here is 5 unconnected molecules or ions with the total composition C6H8Cl14 at a distorted geometry from the OMol25 dataset. Energies are from the ωB97M-V functional and the def2-TZVPD basis.

XYZ file:
```
28
Properties=species:S:1:pos:R:3:nbo_charge:R:1
Cl -0.69 -1.35 -2.70 -0.0550
C -0.84 -2.60 -1.44 -0.3999
C -0.42 -4.01 -1.90 -0.3841
Cl 1.34 -4.10 -2.21 -0.0531
H -1.84 -2.55 -1.01 0.2228
H -0.15 -2.33 -0.64 0.2251
H -0.97 -4.38 -2.76 0.2220
H -0.58 -4.70 -1.07 0.2201
C -0.52 1.12 0.74 -0.2752
Cl 0.43 1.18 -0.74 0.0208
Cl 0.04 2.49 1.77 -0.0055
Cl -0.25 -0.42 1.52 0.0257
H -1.58 1.17 0.50 0.2380
C -5.27 -0.01 2.92 -0.2629
Cl -6.05 1.09 4.09 0.0156
Cl -3.78 0.84 2.30 -0.0322
Cl -6.44 -0.41 1.69 0.0471
H -4.96 -0.91 3.44 0.2326
C 2.93 4.43 0.93 -0.2800
Cl 3.32 5.03 2.56 0.0130
Cl 3.24 2.71 0.70 0.0190
Cl 3.68 5.38 -0.40 0.0178
H 1.84 4.50 0.91 0.2276
C 3.45 -0.33 -1.85 -0.2905
Cl 5.08 0.23 -1.62 0.0387
Cl 2.96 -1.37 -0.49 -0.0017
Cl 3.29 -1.24 -3.35 0.0255
H 2.75 0.51 -1.91 0.2286
```

## Properties
F_max	0.022	Eh/bohr
electronic energy	-6676.0762	Ha
Kohn-Sham gap	10.81	eV
SMILES	ClC(Cl)Cl.ClC(Cl)Cl.ClC(Cl)Cl.ClC(Cl)Cl.ClCCCl
energy relative to the best compared isomer or geometry (same formula, charge and spin)	9.4	kcal/mol

***

(4)
Here is a single C6H8Cl2 molecule at a distorted geometry from the OMol25 dataset. Energies are from the ωB97M-V functional and the def2-TZVPD basis.

XYZ file:
```
16
Properties=species:S:1:pos:R:3:nbo_charge:R:1
C 0.55 0.41 -1.51 -0.1786
C -0.47 -0.40 -1.47 -0.1933
C 0.68 0.51 0.00 0.0232
C -0.64 -0.47 0.03 0.0402
C 0.48 1.81 0.68 -0.6566
C -0.55 -1.83 0.67 -0.6499
Cl 2.28 -0.21 0.59 -0.0969
Cl -2.23 0.34 0.64 -0.1048
H 1.08 0.88 -2.28 0.2194
H -0.91 -1.08 -2.21 0.2163
H 0.51 1.61 1.74 0.2279
H -0.50 2.16 0.32 0.2364
H 1.23 2.61 0.53 0.2274
H -0.61 -1.68 1.74 0.2344
H 0.40 -2.26 0.35 0.2316
H -1.29 -2.41 0.16 0.2234
```

## Properties
F_max	0.045	Eh/bohr
electronic energy	-1153.7503	Ha
Kohn-Sham gap	11.17	eV
SMILES	C[C@]1(Cl)C=C[C@]1(C)Cl
energy relative to the best compared isomer or geometry (same formula, charge and spin)	11.2	kcal/mol

***

(5)
Here is a single C6H8Cl2N2 molecule at a distorted geometry from the OMol25 dataset. Energies are from the ωB97M-V functional and the def2-TZVPD basis.

XYZ file:
```
18
Properties=species:S:1:pos:R:3:nbo_charge:R:1
C 2.05 -1.77 -0.64 0.0785
C 1.99 -0.37 -0.05 -0.0680
C 0.89 0.25 0.31 -0.0548
C -0.32 -1.77 -0.87 -0.3026
C -0.34 -0.55 0.09 0.3042
C 0.81 1.57 0.98 -0.6451
N 1.02 -2.41 -0.89 -0.3566
N -1.48 0.19 -0.18 -0.8298
Cl 3.50 0.32 0.29 0.0256
Cl -0.74 -1.44 1.92 -0.3401
H 2.99 -2.32 -0.91 0.2129
H -1.02 -2.60 -0.68 0.2404
H -0.61 -1.51 -1.85 0.2246
H 0.05 2.01 0.35 0.2087
H 1.79 1.97 0.91 0.2463
H 0.44 1.59 2.00 0.2492
H -2.33 -0.38 -0.40 0.4094
H -1.50 1.12 0.34 0.3971
```

## Properties
F_max	0.061	Eh/bohr
electronic energy	-1263.2753	Ha
Kohn-Sham gap	9.41	eV
SMILES	CC1=C(Cl)C=NC[C@@]1(N)Cl
energy relative to the best compared isomer or geometry (same formula, charge and spin)	10.0	kcal/mol

***

(6)
Here is a gas-phase ion, C6H8Cl2NO (charge +1) at a distorted geometry from the OMol25 dataset. Energies are from the ωB97M-V functional and the def2-TZVPD basis.

XYZ file:
```
18
Properties=species:S:1:pos:R:3:nbo_charge:R:1
C -1.89 -1.44 -0.65 -0.1813
C -0.83 -1.58 0.13 -0.0660
C -2.02 -0.33 -1.54 -0.1385
C -1.24 0.77 -1.37 -0.0464
C 0.28 0.58 -0.61 0.4146
C 0.79 1.84 0.06 -0.6659
N 0.25 -0.64 0.29 -0.5697
O 1.12 0.17 -1.69 -0.6953
Cl -3.26 -0.42 -2.74 0.1011
Cl -1.40 2.31 -2.16 0.1160
H -2.69 -2.22 -0.62 0.2891
H -0.79 -2.46 0.85 0.2536
H 0.31 1.92 0.99 0.2272
H 0.62 2.70 -0.63 0.2859
H 1.91 1.74 0.31 0.2534
H 0.42 -0.35 1.28 0.4522
H 1.19 -1.11 0.17 0.4690
H 0.56 -0.25 -2.37 0.5011
```

## Properties
F_max	0.072	Eh/bohr
net charge	+1
electronic energy	-1283.4871	Ha
Kohn-Sham gap	8.87	eV
SMILES	C[C@@]1(O)[NH2+]C=CC(Cl)=C1Cl
energy relative to the best compared isomer or geometry (same formula, charge and spin)	0.0	kcal/mol

***

(7)
Here is a molecular structure, C6H8ClN at a distorted geometry from the OMol25 dataset. Energies are from the ωB97M-V functional and the def2-TZVPD basis.

XYZ file:
```
16
Properties=species:S:1:pos:R:3:nbo_charge:R:1
C -3.35 -0.36 -0.29 0.2384
C 0.37 1.03 0.03 -0.1054
C -0.64 1.79 -0.28 -0.0811
C 0.25 -0.32 0.71 -0.6257
C 1.78 1.45 -0.31 -0.6136
C -2.94 -1.27 -1.16 -0.5215
N -3.61 0.52 0.45 -0.3927
Cl -2.19 2.12 -0.16 0.3342
H 0.68 -1.09 0.08 0.2156
H 0.79 -0.30 1.65 0.2184
H -0.79 -0.56 0.91 0.2209
H 2.38 1.48 0.60 0.2137
H 1.79 2.43 -0.76 0.2252
H 2.23 0.73 -0.99 0.2139
H -3.44 -1.38 -2.11 0.2314
H -2.22 -2.02 -0.89 0.2282
```

## Properties
F_max	0.033	Eh/bohr
electronic energy	-748.1651	Ha
Kohn-Sham gap (alpha / beta)	6.47 / 8.63	eV
energy relative to the best compared isomer or geometry (same formula, charge and spin)	114.8	kcal/mol

***

(8)
Here is a single C6H8ClN3O molecule at a distorted geometry from the OMol25 dataset. Energies are from the ωB97M-V functional and the def2-TZVPD basis.

XYZ file:
```
19
Properties=species:S:1:pos:R:3:nbo_charge:R:1
C -1.56 1.26 -0.29 -0.5453
C -1.75 0.00 0.01 0.4024
C -0.32 1.96 0.06 0.6744
C 1.74 -0.77 -0.60 -0.4026
C 0.87 -1.33 0.59 -0.2716
C 1.94 0.71 -0.06 -0.2415
N 0.04 -0.18 1.07 -0.1226
N 0.61 0.91 0.60 -0.2363
N -2.44 -1.03 -0.05 -0.5548
O 0.08 3.07 -0.03 -0.5420
Cl -4.39 -0.91 -0.19 -0.1649
H -2.50 1.81 -0.78 0.2702
H 2.53 -1.33 -0.72 0.2097
H 0.97 -0.69 -1.46 0.2114
H 0.27 -2.22 0.36 0.2154
H 1.60 -1.58 1.38 0.2038
H 2.76 0.80 0.62 0.2128
H 1.99 1.43 -0.96 0.2372
H -2.44 -1.92 0.46 0.4444
```

## Properties
F_max	0.154	Eh/bohr
electronic energy	-932.9320	Ha
Kohn-Sham gap (alpha / beta)	7.09 / 6.93	eV
energy relative to the best compared isomer or geometry (same formula, charge and spin)	86.1	kcal/mol

***

(9)
Here is a single C6H8ClN3O2 molecule at a distorted geometry from the OMol25 dataset. Energies are from the ωB97M-V functional and the def2-TZVPD basis.

XYZ file:
```
20
Properties=species:S:1:pos:R:3:nbo_charge:R:1
C -1.79 -1.07 0.70 0.6608
C -0.23 1.96 0.24 -0.3052
C -0.29 0.56 -0.38 -0.3236
C 0.50 -0.53 0.38 0.2717
C -1.77 0.20 -0.18 -0.0316
C 2.47 -0.90 -0.87 -0.2553
N -1.57 2.22 0.74 -0.0738
N -2.36 1.32 0.52 -0.1055
N -0.51 -1.30 1.06 -0.6122
O -2.76 -1.69 1.04 -0.5478
O 1.21 -1.39 -0.46 -0.5298
Cl -2.69 -0.11 -1.66 0.0161
H 0.46 2.05 1.08 0.2231
H 0.00 2.75 -0.47 0.2315
H 0.00 0.55 -1.43 0.2572
H 1.20 -0.09 1.12 0.1602
H 2.92 -1.69 -1.47 0.2070
H 3.11 -0.69 -0.01 0.1698
H 2.38 0.01 -1.47 0.1668
H -0.26 -2.16 1.52 0.4206
```

## Properties
F_max	0.030	Eh/bohr
electronic energy	-1008.3447	Ha
Kohn-Sham gap	10.22	eV
SMILES	CO[C@@H]1NC(=O)[C@@]2(Cl)N=NC[C@@H]12
energy relative to the best compared isomer or geometry (same formula, charge and spin)	0.0	kcal/mol

***

(10)
Here is 2 unconnected molecules or ions with the total composition C6H8ClOPS2 at a distorted geometry from the OMol25 dataset. Energies are from the ωB97M-V functional and the def2-TZVPD basis.

XYZ file:
```
19
Properties=species:S:1:pos:R:3:nbo_charge:R:1
C 0.31 3.03 -0.72 -0.2381
C -0.02 1.94 0.15 -0.3708
C 1.52 2.95 -1.40 -0.4268
C 1.03 1.06 -0.05 -0.2440
C -1.52 -1.38 -0.56 -0.6477
C -1.27 -2.24 0.66 -0.0778
O -0.45 -1.67 1.56 -0.8057
P 1.09 -1.40 1.21 1.3096
S 1.83 -2.80 0.10 -0.5073
S 2.42 1.52 -0.94 0.4458
Cl 1.91 -1.25 3.01 -0.1974
H -0.25 3.95 -0.86 0.2260
H -0.84 1.69 0.75 0.2447
H 2.01 3.80 -1.84 0.2363
H -0.56 -1.28 -1.18 0.2352
H -2.32 -1.75 -1.23 0.2244
H -1.95 -0.53 -0.14 0.2068
H -0.75 -3.13 0.28 0.1915
H -2.19 -2.52 1.21 0.1955
```

## Properties
F_max	0.079	Eh/bohr
electronic energy	-1906.5085	Ha
Kohn-Sham gap (alpha / beta)	7.40 / 7.40	eV
energy relative to the best compared isomer or geometry (same formula, charge and spin)	0.0	kcal/mol